The following is a DFT calculation (wB97M-V/def2-TZVPD) of an isolated molecule of C2H9N3O in a non-equilibrium geometry.

Geometry as XYZ:
```
15
Properties=species:S:1:pos:R:3:nbo_charge:R:1
O -0.433 0.190 2.012 -0.7159
N 0.196 -2.027 0.533 -0.7065
N 0.550 -0.676 -1.348 -0.6629
N 0.617 -0.775 0.003 -0.1537
C -0.344 0.218 0.661 0.2762
C 0.168 1.727 0.216 -0.6285
H 0.874 -2.742 0.261 0.3662
H -0.386 -0.706 2.424 0.5051
H 0.784 1.652 -0.641 0.1961
H 1.280 -0.002 -1.583 0.3654
H -0.665 2.384 0.108 0.2094
H -0.403 -0.399 -1.605 0.3216
H 0.812 2.180 0.959 0.2180
H -0.717 -2.360 0.285 0.3309
H -1.346 0.085 -0.021 0.0786
```

HOMO   -9.14 eV
Multiplicity   1
Frontier orbital gap   10.19 eV
Structure (SMILES)   C[C@H](O)N(N)N

---

The following is a DFT calculation (wB97M-V/def2-TZVPD) of a cluster of 2 separate species, C2H9N3O in total in a non-equilibrium geometry.

Geometry as XYZ:
```
15
Properties=species:S:1:pos:R:3:nbo_charge:R:1
O 3.455 -0.153 0.644 -0.5851
N -0.960 -0.579 -0.049 -0.5121
N 2.351 1.235 -0.719 -0.8458
N -3.193 -1.037 0.247 -0.4904
C -1.999 -0.464 0.870 -0.1416
C 3.463 0.529 -0.347 0.5303
H -0.965 0.048 -0.856 0.4090
H -1.676 -0.973 1.778 0.2563
H 4.307 0.683 -1.036 0.1327
H -3.007 -1.946 -0.180 0.3989
H -0.030 -0.636 0.372 0.4320
H -3.464 -0.426 -0.527 0.3879
H -2.241 0.530 1.273 0.2519
H 1.641 1.275 -0.009 0.3702
H 2.319 1.915 -1.462 0.4057
```

HOMO (spin up / spin down)   -13.22 / -13.20 eV
Charge   +1
Multiplicity   2
Frontier orbital gap (spin up / spin down)   9.60 / 4.10 eV

---

The following is a DFT calculation (wB97M-V/def2-TZVPD) of an isolated molecule of C2H9N3O3 in a non-equilibrium geometry.

Geometry as XYZ:
```
17
Properties=species:S:1:pos:R:3:nbo_charge:R:1
O -1.242 0.085 -1.703 -0.5792
O 1.550 0.600 -1.503 -0.6162
O -0.883 -1.881 -0.557 -0.6171
N -1.071 -0.477 -0.436 0.0414
N 1.344 -0.102 -0.267 -0.3539
N -0.125 1.625 0.368 -0.8289
C 0.077 0.217 0.346 0.3472
C 0.063 -0.371 1.748 -0.6203
H 0.304 -1.429 1.715 0.2291
H -0.401 0.037 -2.198 0.4602
H -1.775 -2.251 -0.601 0.4849
H -0.278 1.985 -0.568 0.3864
H -0.921 1.863 0.943 0.3748
H -0.925 -0.246 2.182 0.2206
H 0.800 0.153 2.350 0.2311
H 2.191 1.289 -1.286 0.4832
H 1.291 -1.096 -0.532 0.3567
```

HOMO   -8.75 eV
Multiplicity   1
Frontier orbital gap   9.64 eV
Structure (SMILES)   C[C@@](N)(NO)N(O)O

---

The following is a DFT calculation (wB97M-V/def2-TZVPD) of a cluster of 2 separate species, C2H9N4O in total in a non-equilibrium geometry.

Geometry as XYZ:
```
16
Properties=species:S:1:pos:R:3:nbo_charge:R:1
O 0.179 2.723 0.549 -0.2521
N -0.954 1.901 -1.179 -0.6689
N -0.599 -2.475 0.894 -0.7049
N 0.140 -1.916 -1.221 -0.7015
N 0.022 1.665 -0.230 -0.1036
C 0.906 2.732 1.605 -0.0409
C -0.222 -1.604 -0.006 0.3838
H -0.210 -0.537 0.241 0.2653
H 0.413 -1.189 -1.865 0.4419
H -0.582 1.769 -2.118 0.3635
H -1.355 2.836 -1.096 0.3745
H 1.501 1.890 1.913 0.1641
H -0.886 -2.184 1.817 0.4429
H 0.898 3.652 2.154 0.1923
H -0.628 -3.464 0.680 0.4215
H 0.155 -2.873 -1.553 0.4222
```

HOMO (spin up / spin down)   -10.62 / -11.28 eV
Charge   +1
Multiplicity   1
Frontier orbital gap (spin up / spin down)   7.33 / 7.99 eV

---

We obtain ΔE to the lowest compared entry with this formula, charge and spin values of 318.3 126.1 271.0 593.7 kJ/mol for the records listed above, in that order.